Here is an isolated molecule of C9H4Cl4O2 at a distorted geometry from the OMol25 dataset. Energies are from ωB97M-V/def2-TZVPD.

XYZ file:
```
19
Properties=species:S:1:pos:R:3:forces:R:3
Cl 2.705164 -0.202072 -2.170084 -0.2 -0.5 0.3
H -1.824748 -0.431477 1.638709 1.6 -0.6 -1.9
H -1.604710 -1.575187 0.203679 0.1 -0.4 0.2
O -0.228997 2.631901 -0.237027 -0.9 -1.6 -0.3
C -0.444494 1.483126 -0.167286 2.0 4.3 0.2
Cl 0.621273 -2.777409 -1.029738 0.2 0.6 0.6
C 1.943058 0.774905 0.242351 -1.9 1.8 0.8
C 0.952466 0.610109 1.300974 -0.2 0.3 0.8
C -1.352603 0.453554 -0.303373 -0.6 -2.2 -1.4
C 1.926229 -0.339900 -0.650683 -1.2 -1.6 1.0
H -2.453390 -0.761472 -1.435316 -0.2 -0.1 -0.7
Cl 0.401567 -1.804689 2.552612 0.2 0.3 -0.7
C -1.195353 -0.686156 0.660448 -0.6 1.4 2.6
O 0.641199 1.382505 2.235553 0.5 -1.8 -1.6
C 1.090041 -1.369173 -0.111534 2.1 1.6 -2.7
Cl 2.511797 2.399519 0.098323 0.6 -1.3 -0.4
C -1.964004 0.200033 -1.479839 -0.2 0.0 0.9
C 0.335146 -0.809694 1.010615 -1.6 -0.6 2.0
H -2.059645 0.821574 -2.358390 0.2 0.2 0.2
```
Forces are in eV/Å.

Computed properties:
Lowest unoccupied orbital energy (alpha / beta): -1.84 / -1.53 eV
HOMO-LUMO gap (alpha / beta): 0.2229 / 0.2436 hartree

=====

Here is a structure of composition C35H38As2CrN3S4 at a distorted geometry from the OMol25 dataset. Energies are from ωB97M-V/def2-TZVPD.

XYZ file:
```
83
Properties=species:S:1:pos:R:3:forces:R:3
S -0.338362 -1.582331 -1.281828 -0.1 -0.1 -0.3
As 0.525592 1.789237 -2.479909 0.4 0.6 -1.3
C 1.622115 3.354080 -2.093629 -0.1 -0.1 0.2
H 2.877690 -4.132987 -0.269896 0.0 0.0 0.0
S -2.736019 2.613468 2.502405 0.2 0.0 -0.2
C -0.833603 -4.140326 2.481309 0.0 0.0 0.0
C 0.875096 -2.125579 -0.165506 0.0 -0.3 0.0
N 0.939935 -3.452371 0.108156 0.0 0.3 0.0
H -1.218102 4.534561 -6.385910 0.0 0.0 0.0
H -1.901808 -1.102573 -3.716380 0.0 0.0 0.0
H 1.241735 -0.112439 -3.973038 0.0 0.0 0.0
C 1.860695 -1.236064 0.324099 0.1 -0.1 0.2
H 2.855040 1.217311 2.704947 0.0 0.0 0.0
H -0.523191 -7.951168 2.991003 0.0 0.0 0.0
C -0.935304 -6.063115 3.919580 0.0 0.0 0.0
H 4.960051 -1.420725 1.203772 0.0 0.0 0.0
N -1.326407 2.285254 0.354603 0.0 0.2 0.1
C 3.312119 0.828940 4.764679 0.0 0.0 0.0
C -0.221995 -4.339912 0.052643 0.0 -0.1 0.0
C -1.756560 4.432855 -0.831864 0.0 -0.1 0.0
C -0.810616 2.474235 -3.724484 -0.1 -0.1 0.2
H -2.316559 6.336862 -1.617618 0.0 0.0 0.0
H -0.059024 -5.121604 -0.694649 0.0 0.0 0.0
H 2.795575 1.710592 5.121658 0.0 0.0 0.0
C -1.888044 3.551847 0.238435 -0.1 0.3 0.1
H 2.217449 -3.029346 2.498755 0.1 0.0 0.0
C 2.824073 -3.048864 1.587371 -0.1 -0.2 0.0
H 2.127231 3.693365 -2.994819 0.0 0.0 -0.1
H 1.015952 4.156584 -1.679652 0.0 0.0 0.0
H -3.579468 3.945297 -5.976246 0.0 0.0 0.0
C -2.142970 2.108414 -3.518426 0.1 0.0 0.1
H -5.086908 0.915603 -2.501322 0.1 0.0 -0.1
H 2.365237 3.060732 -1.352857 0.0 0.0 0.0
C -2.860449 -0.731475 -3.357135 0.1 -0.1 0.2
C 3.944434 -0.018617 5.662581 0.0 0.0 0.0
C -1.472944 3.861757 -5.577857 -0.1 0.0 0.0
As -2.571812 0.772376 -2.145863 -0.7 0.1 -1.0
C -1.722610 1.664617 1.455996 -0.2 0.1 -0.1
H -4.168370 2.361581 -4.187323 0.0 0.1 0.0
H -3.371368 -1.542857 -2.840457 0.0 0.0 0.1
C 2.201286 -3.993212 0.580451 0.1 0.1 0.0
H 5.228014 -2.257483 3.477411 0.0 0.0 0.0
C -3.207607 5.996026 0.303498 -0.1 0.0 0.1
H -1.327043 -4.052515 4.562368 0.0 0.0 0.0
C 1.723254 0.809500 -3.652842 -0.1 -0.2 0.2
C 4.021848 -0.565430 2.931101 0.0 0.0 -0.1
H 4.020932 0.035984 0.867083 0.0 0.0 0.0
C -0.491155 -4.955396 1.406127 0.1 -0.1 -0.1
S 1.687462 0.470465 0.092776 0.1 0.3 -0.2
Cr -0.579472 0.646096 -0.657732 0.3 -0.6 1.6
H -1.098939 -6.491451 4.899776 0.0 0.0 0.0
H 2.624273 0.561527 -3.094419 0.0 0.0 0.0
H 1.979964 1.416210 -4.518537 -0.1 0.1 0.0
H 2.020199 -4.959198 1.046467 0.0 0.0 0.0
C -2.417209 5.647633 -0.789454 0.0 0.0 0.0
H -3.726219 6.945086 0.314465 0.0 0.0 0.0
C 4.041958 -0.880844 1.450111 0.0 0.1 0.3
C -3.348076 5.132239 1.375742 0.0 0.0 0.1
H -0.124385 -6.968295 0.761147 0.0 0.0 0.0
C -0.481540 3.339729 -4.763041 0.1 0.0 0.0
C -2.684644 3.915456 1.335063 0.1 -0.2 -0.1
H 0.553131 3.615085 -4.931906 0.0 0.0 0.0
C 4.669544 -1.399901 3.836330 0.0 0.0 0.0
C 3.350016 0.556780 3.405359 0.0 0.0 0.0
C -0.604488 -6.881191 2.850621 0.0 0.0 0.0
H 3.912261 0.194030 6.723150 0.0 0.0 0.0
S -1.361109 0.013249 1.576353 -0.1 -0.2 -0.1
H 5.136885 -1.786487 5.891524 0.0 0.0 0.0
H -1.160438 4.161280 -1.690291 0.0 0.0 0.0
H -1.073430 -3.744577 -0.265668 0.0 0.0 -0.1
H -0.932023 -3.069937 2.330322 0.0 0.0 0.0
N 2.919338 -1.712946 1.023477 -0.2 0.1 -0.2
C -0.380115 -6.327254 1.597409 0.0 0.0 0.0
C 4.627205 -1.131914 5.196444 0.0 0.0 0.0
H -3.974423 5.388265 2.220122 0.0 0.0 0.0
C -2.800836 3.520743 -5.356455 0.0 0.0 0.0
C -1.053722 -4.692189 3.733066 0.0 0.1 0.0
H -4.697679 0.652032 -0.797834 0.0 0.0 0.0
C -3.132320 2.639713 -4.339340 0.0 -0.1 0.1
H -4.519170 2.274077 -1.489558 0.1 0.0 0.0
C -4.421545 1.208888 -1.692567 0.2 0.0 0.3
H 3.824155 -3.392003 1.845695 0.0 0.0 0.0
H -3.461658 -0.395084 -4.199137 0.0 0.1 0.0
```
Forces are in eV/Å.

Computed properties:
Charge: +1
Spin multiplicity: 5
Lowest unoccupied orbital energy (alpha / beta): -2.50 / -3.29 eV
HOMO-LUMO gap (alpha / beta): 0.2413 / 0.2603 hartree

=====

Here is an isolated molecule of C22H29N3O6 from the OMol25 dataset. Energies are from ωB97M-V/def2-TZVPD.

XYZ file:
```
60
Properties=species:S:1:pos:R:3:forces:R:3
C -6.894222 -0.751427 -2.080265 -0.2 0.2 0.0
H -1.918858 -3.510579 -1.280272 0.0 0.0 0.0
H 3.801389 1.888199 0.153316 0.0 0.1 0.0
C 0.455083 -3.275566 0.446179 0.4 -0.1 0.3
C 1.423726 2.073076 -1.188113 -0.3 -0.3 0.4
H -7.286995 -0.775921 -1.058400 0.0 0.0 0.0
O 2.420557 2.284892 -2.052416 0.4 -0.1 0.0
H 2.412338 0.462219 2.472313 0.1 0.0 0.1
O -5.890906 -1.717827 -2.270051 0.3 -0.2 0.0
O 0.347808 2.609499 -1.258121 -0.1 0.1 -0.1
H 3.456236 4.743824 -2.235228 0.1 0.1 0.0
C -2.341607 -1.748790 -0.117949 -0.2 0.3 0.1
C -4.762179 -1.640425 -1.515295 0.1 0.2 0.2
H -5.214922 0.120954 -0.343487 -0.1 0.1 0.0
C -4.515643 -0.669495 -0.564284 -0.5 0.0 -0.3
C -0.816946 0.311532 2.503576 0.1 0.1 0.2
H 1.154966 3.126314 -3.445055 0.2 0.0 0.0
H -0.401613 1.432681 4.804074 0.0 0.1 0.0
N -0.026863 -2.098999 0.931823 0.1 0.3 0.3
H 3.829793 -2.852974 -0.001919 -0.1 0.0 -0.1
C 2.777595 -2.544792 -0.071752 0.0 -0.2 0.2
H 2.092761 -3.259740 1.852128 0.1 0.0 0.1
H 4.610023 -0.532195 0.595467 0.0 -0.1 0.0
H 2.179057 -4.516554 0.593423 -0.1 0.0 0.1
C 1.819515 1.086984 -0.112759 0.2 0.1 -0.3
C -1.248651 -1.482793 0.756347 -0.3 0.6 0.4
H 2.879636 2.947942 -3.895273 -0.1 0.0 0.1
C -2.624988 -2.720259 -1.088707 -0.2 -0.1 -0.2
C 2.445161 4.653141 -2.625143 -0.1 -0.4 0.0
H -4.063025 -3.388326 -2.514640 0.0 -0.1 -0.1
H 0.614850 -1.546586 1.500206 -0.1 -0.2 -0.2
H 1.500521 -0.662591 -1.333831 0.0 0.0 0.0
H 1.738733 4.914873 -1.841300 0.0 0.1 0.0
H -7.689910 -1.009329 -2.777366 0.0 0.1 0.1
O -1.441414 1.397647 3.015597 -0.2 -0.4 -0.4
C 2.188230 3.229733 -3.098398 -0.2 0.4 -0.3
C 3.281832 0.639205 1.839451 0.2 0.0 -0.1
H 4.101002 1.003524 2.461256 0.0 0.0 0.0
H 2.471145 -2.663201 -1.114419 0.1 0.0 0.0
O 0.284222 -0.053253 2.882918 -0.2 0.1 0.0
H 2.590715 2.597456 1.233469 0.0 0.1 0.0
H -3.280071 0.921271 1.445513 0.0 -0.1 -0.1
C -3.812302 -2.655743 -1.764351 0.0 -0.1 -0.1
N -2.839058 0.091276 1.089380 -0.2 0.2 0.0
H 0.935729 0.894425 0.499708 0.0 0.0 -0.1
H 2.321179 5.342016 -3.455686 0.0 0.1 -0.1
H -6.529072 0.256113 -2.304875 0.0 0.0 0.0
C -3.305794 -0.734098 0.123740 0.4 -0.4 -0.1
C -0.720480 2.107904 4.007114 0.3 0.1 0.3
C 3.683658 -0.677416 1.183163 0.0 0.1 0.3
H 3.172121 -0.039060 -1.365626 -0.1 -0.1 0.0
H 3.884046 -1.423780 1.955066 0.1 0.0 0.0
C 2.927958 1.667391 0.771538 -0.1 -0.1 0.2
H -1.398474 2.864283 4.394212 0.0 0.0 0.0
C 2.298483 -0.237139 -0.719399 -0.2 0.1 0.0
C -1.589822 -0.342280 1.486773 0.3 -0.5 -0.3
N 2.603939 -1.165671 0.347574 0.2 0.1 0.0
H 0.163350 2.577897 3.569435 -0.1 0.0 0.1
O -0.171343 -4.070851 -0.219445 -0.2 -0.1 -0.2
C 1.917799 -3.478612 0.799065 0.1 -0.1 -0.4
```
Forces are in eV/Å.

Computed properties:
SMILES: CCOC(=O)[C@@H]1CCCN(CCC(=O)Nc2c(C(=O)OC)[nH]c3cc(OC)ccc23)C1
Lowest unoccupied orbital energy: 0.56 eV
HOMO-LUMO gap: 0.2961 hartree

=====

Here is a cluster of 2 separate species, C4H7NO2 in total from the OMol25 dataset. Energies are from ωB97M-V/def2-TZVPD.

XYZ file:
```
14
Properties=species:S:1:pos:R:3:forces:R:3
H -2.363417 0.355030 1.171479 0.1 0.0 0.0
H 1.100028 1.114973 -0.785389 -0.1 -0.2 -0.2
H 0.697542 1.934079 1.153324 0.1 0.0 0.1
H 1.391603 -1.375490 -1.330842 -0.1 0.0 0.0
C -1.550906 0.079881 0.502574 0.1 0.3 -0.1
H -0.137208 0.760433 -2.009897 0.1 0.0 0.2
C -0.352969 -1.760573 -0.251104 0.4 0.1 -0.1
O 1.595188 1.695863 1.434470 -0.2 -0.2 0.2
C 0.206465 0.516000 -0.993496 0.1 -0.1 -0.2
N -0.825065 0.952937 -0.049064 -0.3 -0.4 0.2
C 0.494214 -0.959964 -0.886583 -0.2 -0.1 0.2
O -1.477204 -1.275863 0.394004 -0.1 0.0 -0.1
H 1.480108 0.800007 1.783628 0.1 0.3 -0.1
H -0.258379 -2.837315 -0.133106 0.0 0.3 0.0
```
Forces are in eV/Å.

Computed properties:
SMILES: C1=COC=NC1.O
Lowest unoccupied orbital energy: 0.76 eV
HOMO-LUMO gap: 0.3684 hartree

=====

The calculation returns the following total energy values, one per record and in order: -63578.21596 -234819.21912 -40041.48814 -9845.41197 eV.
The calculation returns the following relative energy (zero: lowest compared OMol25 entry of this formula, charge and spin) values, one per record and in order: 259.7 0.0 115.5 180.2 kJ/mol.